Record 1
{"formula": "C2H8N2O2", "method": "wB97M-V/def2-TZVPD", "species": ["O", "C", "O", "H", "H", "N", "C", "N", "H", "H", "H", "H", "H", "H"], "xyz": [[1.699241, 1.620543, 0.297599], [1.829240, 1.326110, 1.464426], [2.919665, 0.671901, 1.890916], [1.305565, 1.871139, 2.255858], [3.456301, 0.536086, 1.080610], [-2.040275, -1.058593, 0.037134], [-0.828688, -0.407864, -0.365405], [-0.643786, -0.205003, -1.913563], [-2.907144, -0.520670, -0.036913], [-2.450523, -2.022533, -0.109341], [-0.063351, -1.070033, 0.037663], [-0.783982, 0.628510, -0.058400], [0.041337, -0.885086, -2.222412], [-1.533597, -0.484505, -2.358168]], "forces_ev_per_angstrom": [[-0.62, -0.67, 0.70], [1.49, 2.05, -1.42], [-0.12, -0.40, 0.00], [-0.43, -0.84, 0.31], [-0.28, -0.13, 0.44], [-3.30, -0.33, 0.61], [-0.44, -1.07, -2.65], [-0.54, -0.88, 1.32], [0.80, 0.46, 0.04], [2.29, 1.20, -0.25], [0.63, 0.65, -0.23], [-0.11, -0.23, 0.94], [0.00, -0.02, -0.18], [0.64, 0.20, 0.37]], "gap_ha": 0.350, "smiles": "O=CO.NCN", "energy_ha": -340.95469, "lumo_energy_ev": 0.8, "homo_ev": -8.7}

=====

Record 2
{"formula": "C2H8N2O3S", "method": "wB97M-V/def2-TZVPD", "species": ["C", "N", "C", "O", "S", "N", "O", "O", "H", "H", "H", "H", "H", "H", "H", "H"], "xyz": [[0.888027, -0.685798, -0.427394], [-0.096886, 0.237890, -0.091459], [0.350226, 1.628318, 0.063011], [-1.103029, 0.200063, -1.066188], [-2.671369, 0.152712, -0.146143], [-2.596590, -1.170761, 0.781567], [-2.757195, 1.238828, 0.729529], [-3.561939, 0.010294, -1.270189], [1.794112, -0.297067, -0.849442], [1.370697, -0.998301, 0.448004], [0.625468, -1.549264, -0.919028], [-0.360217, 2.137027, 0.561770], [1.394048, 1.571253, 0.501162], [0.601673, 2.149442, -0.907852], [-2.920403, -1.075075, 1.733379], [-2.814250, -2.037628, 0.264517]], "forces_ev_per_angstrom": [[2.64, 0.61, 0.79], [-1.07, 1.63, 0.28], [4.25, -1.99, -2.58], [-3.16, -0.17, 1.90], [1.13, -1.20, -3.99], [0.10, -0.93, -1.23], [0.26, 1.59, 1.20], [0.61, -0.18, 1.10], [0.28, 0.84, -1.57], [0.20, -0.91, 2.01], [-1.26, -1.62, -1.28], [-1.98, 1.92, 1.99], [-1.49, 0.25, 0.36], [-0.69, -0.67, 0.46], [0.10, 0.07, -0.15], [0.11, 0.76, 0.71]], "gap_ha": 0.343, "smiles": "CN(C)OS(N)(=O)=O", "energy_ha": -814.30520, "lumo_energy_ev": 0.4, "homo_ev": -8.9}

=====

Record 3
{"formula": "C2H8N2O3S", "method": "wB97M-V/def2-TZVPD", "species": ["N", "S", "O", "O", "O", "H", "H", "H", "C", "N", "C", "H", "H", "H", "H", "H"], "xyz": [[2.747601, 1.438634, 0.515131], [2.439435, -0.113535, 0.274875], [3.611198, -0.880754, 0.392588], [1.301945, -0.462097, 1.096835], [2.034718, -0.056312, -1.199392], [2.915328, 1.760775, 1.407616], [3.409820, 1.813275, -0.261099], [1.109955, -0.114614, -1.083753], [-1.131229, 0.471991, -0.304650], [-0.573195, -0.291663, -1.109397], [-0.849495, -1.710465, -1.062448], [-0.859560, 1.441387, -0.139350], [-1.858743, 0.168171, 0.504853], [-1.831409, -1.893761, -0.571965], [-0.744327, -2.107748, -2.076956], [-0.050044, -2.171439, -0.346752]], "forces_ev_per_angstrom": [[1.01, 1.64, -4.31], [-0.26, -0.52, 2.20], [1.26, -0.97, 0.01], [0.62, 0.23, -0.48], [2.71, -0.15, -0.59], [0.54, 0.53, 2.19], [-1.51, -0.76, 2.17], [-3.85, 0.14, -1.31], [-1.85, -1.96, 2.09], [0.44, -0.31, -0.50], [0.67, -0.53, 1.57], [1.01, 2.77, -0.37], [0.27, -0.33, -1.04], [0.43, -0.19, -0.59], [-0.23, -0.23, 0.42], [-1.27, 0.63, -1.46]], "gap_ha": 0.403, "smiles": "NS(=O)(=O)O.C=NC", "energy_ha": -814.36365, "lumo_energy_ev": 0.6, "homo_ev": -10.4}

=====

Record 4
{"formula": "C2H8N2O4S", "method": "wB97M-V/def2-TZVPD", "species": ["C", "C", "N", "N", "O", "O", "O", "O", "S", "H", "H", "H", "H", "H", "H", "H", "H"], "xyz": [[1.832282, 0.061854, 0.384122], [0.831259, -0.499881, -0.492283], [2.144346, 1.371278, -0.090708], [0.380351, -1.759790, -0.355556], [-2.624617, 0.803793, -1.087750], [-1.965684, -1.258857, -0.179320], [-3.053094, 0.308410, 1.245108], [-0.771313, 0.653894, 0.499727], [-2.088351, 0.076417, 0.232046], [1.476100, -0.034631, 1.394981], [2.650177, -0.590110, 0.228174], [0.516003, 0.059498, -1.289120], [1.141975, 1.750144, -0.177679], [2.832650, 1.699209, 0.575646], [-0.647518, -1.797660, -0.659189], [0.675392, -2.216767, 0.458658], [-3.329955, 1.373194, -0.686859]], "forces_ev_per_angstrom": [[0.19, -0.59, -0.64], [-1.33, -4.32, 2.10], [-1.75, -0.14, -0.31], [0.70, 3.57, -2.30], [-1.04, 1.12, 0.79], [-0.61, -3.82, -1.23], [-0.64, 0.48, 0.68], [0.50, 0.52, 0.07], [-0.03, 2.40, 0.61], [-0.14, 0.02, 0.66], [1.46, -0.80, 0.25], [-0.78, 1.01, -2.13], [2.57, 0.89, 0.84], [-0.72, 1.39, -0.17], [0.84, -0.53, 0.47], [0.21, -0.88, 1.28], [0.58, -0.32, -0.96]], "gap_ha": 0.378, "energy_ha": -889.61435, "lumo_energy_ev": 0.0, "homo_ev": -10.2}

=====

Record 5
{"formula": "C2H8N2OP", "method": "wB97M-V/def2-TZVPD", "species": ["C", "C", "N", "N", "O", "P", "H", "H", "H", "H", "H", "H", "H", "H"], "xyz": [[1.115097, -1.122840, -0.447613], [1.172188, 1.177160, 0.150127], [-2.258386, -0.337879, 0.932398], [0.364502, 0.007754, 0.004468], [-3.252141, 0.222393, 0.107097], [-1.421887, 0.073411, -0.482740], [1.662157, -0.930100, -1.391993], [1.862449, -1.434131, 0.303260], [0.429608, -1.954756, -0.615499], [0.540479, 2.011737, 0.467764], [1.951949, 1.029012, 0.917611], [1.692204, 1.470224, -0.784933], [-2.507144, -1.646847, 0.974910], [-1.351077, 1.434858, -0.134860]], "forces_ev_per_angstrom": [[-0.01, 0.07, 0.09], [-0.15, -0.01, 0.17], [-1.22, -4.70, 1.55], [-0.31, -0.18, -0.13], [-0.60, 0.30, -0.41], [0.75, 0.19, -0.44], [0.04, -0.05, -0.03], [-0.01, -0.07, -0.10], [0.08, -0.11, -0.05], [0.15, 0.00, -0.03], [0.04, 0.09, -0.05], [0.02, 0.02, 0.02], [1.16, 4.14, -0.30], [0.05, 0.31, -0.30]], "gap_ha": 0.264, "energy_ha": -606.99540, "lumo_energy_ev": 4.1, "homo_ev": -3.1, "total_charge": -1}

=====

Record 6
{"formula": "C2H8N2S", "method": "wB97M-V/def2-TZVPD", "species": ["C", "S", "H", "H", "H", "N", "C", "N", "H", "H", "H", "H", "H"], "xyz": [[2.297770, -0.439022, -1.200288], [1.586132, 0.690613, -0.013981], [1.944261, -1.449910, -0.976531], [3.391366, -0.449211, -1.037487], [1.956588, -0.152665, -2.193652], [-0.733366, -0.554031, 1.252049], [-1.764161, 0.192744, 0.945167], [-1.765303, 1.086964, -0.039135], [-0.996832, -1.410870, 1.715343], [0.317984, -0.356843, 0.850701], [-2.690749, 0.081501, 1.510439], [-2.658962, 1.417439, -0.356990], [-0.884726, 1.343295, -0.455632]], "forces_ev_per_angstrom": [[-0.17, -0.81, 0.71], [0.84, 0.54, -0.38], [0.08, 0.12, -0.17], [-0.40, 0.32, -0.52], [0.54, 0.15, -0.11], [0.47, 0.16, -0.39], [0.31, 0.00, -0.74], [0.05, -0.63, 1.30], [0.47, 0.09, 0.60], [-2.15, -0.38, 0.69], [0.06, -0.32, -0.39], [0.16, 0.60, -0.08], [-0.26, 0.17, -0.52]], "s2": 0.753, "gap_ha": [0.390, 0.257], "energy_ha": -588.40308, "lumo_energy_ev": [-3.5, -6.8], "homo_ev": [-14.1, -13.7], "total_charge": 1, "spin_multiplicity": 2}

=====

Record 7
{"formula": "C2H8N2S2", "method": "wB97M-V/def2-TZVPD", "species": ["H", "N", "C", "N", "H", "H", "H", "C", "S", "S", "H", "H", "H", "H"], "xyz": [[-2.427177, -1.544177, -2.232843], [-1.896634, -0.806575, -1.762866], [-2.381780, 0.408886, -2.104522], [-1.660859, 1.557544, -2.444287], [-3.466515, 0.495881, -2.363201], [-0.642167, 1.669228, -2.342891], [-2.199566, 2.400746, -2.484220], [-0.127181, -1.392363, 0.953642], [0.478444, 0.364373, 1.111418], [2.474702, -0.111482, 1.521662], [-0.782780, -1.363599, 0.075495], [-0.840194, -1.485419, 1.854321], [0.541602, -2.339953, 0.998454], [2.522661, -1.234879, 0.720942]], "forces_ev_per_angstrom": [[-0.68, 0.34, 0.97], [-0.01, 4.01, -1.67], [1.04, -2.99, -0.94], [-0.25, -1.37, 1.23], [0.79, 0.30, 0.12], [-0.97, -0.53, 0.22], [0.02, 0.24, 0.03], [-1.79, -0.60, 1.90], [0.74, -1.56, -0.41], [0.11, -0.55, -0.28], [0.46, -0.30, -0.01], [1.06, -0.18, -1.26], [-0.58, 2.24, -0.27], [0.07, 0.96, 0.37]], "gap_ha": 0.316, "smiles": "[H]/N=C/N.CSS", "energy_ha": -986.82371, "lumo_energy_ev": 0.6, "homo_ev": -8.0}

=====

Record 8
{"formula": "C2H8N3", "method": "wB97M-V/def2-TZVPD", "species": ["C", "N", "H", "H", "H", "H", "N", "C", "N", "H", "H", "H", "H"], "xyz": [[2.514800, 0.354187, -2.004290], [1.512701, -0.315757, -1.526084], [3.248779, 0.640029, -1.241000], [2.664413, 0.530713, -3.063709], [2.086808, -1.010847, -1.018689], [-0.298659, -0.187603, -0.097056], [-2.668982, 0.203881, 0.954672], [-1.451473, 0.069042, 1.617428], [-0.307093, -0.227531, 0.901581], [-2.820828, -0.301520, 0.098410], [-3.449346, 0.680011, 1.358355], [-1.442982, 0.318474, 2.662859], [0.411867, -0.753079, 1.357528]], "forces_ev_per_angstrom": [[-0.78, -0.69, 1.27], [1.54, -1.14, -2.55], [1.02, -0.37, -0.85], [-0.61, 1.40, -0.07], [-1.14, 0.79, 2.15], [0.11, 0.01, -0.25], [0.41, -0.07, -0.64], [-0.77, -0.07, 0.52], [-0.06, 0.34, 0.35], [-0.16, -0.08, 0.14], [0.09, 0.01, 0.08], [0.33, 0.06, 0.02], [0.02, -0.18, -0.17]], "s2": 0.753, "gap_ha": [0.184, 0.343], "energy_ha": -245.11167, "lumo_energy_ev": [0.5, 0.5], "homo_ev": [-4.5, -8.9], "spin_multiplicity": 2}

=====

Record 9
{"formula": "C2H8N3", "method": "wB97M-V/def2-TZVPD", "species": ["C", "C", "N", "N", "N", "H", "H", "H", "H", "H", "H", "H", "H"], "xyz": [[-0.166518, -0.070970, 0.352850], [-0.957055, 0.532893, 1.256398], [0.269417, 0.809636, -1.604851], [0.427422, -1.182767, 0.210123], [1.203683, -1.538695, -0.882063], [-0.762959, 0.428120, 2.348885], [-1.968533, 0.229801, 0.975584], [-1.033702, 1.587635, 1.292473], [1.293480, 0.872495, -1.666799], [0.526176, -1.989001, 0.898045], [0.850535, -1.176268, -1.707161], [1.336499, -2.553496, -0.878498], [-0.081301, 1.715984, -1.657237]], "forces_ev_per_angstrom": [[4.65, 0.13, -6.52], [-3.15, 1.29, 3.91], [0.05, -3.80, 2.34], [0.46, -1.56, 0.57], [1.26, -1.47, 2.00], [0.00, -1.12, -0.62], [-0.40, -0.18, 0.47], [0.41, 1.38, -1.04], [-0.23, 0.06, 0.69], [-0.82, 1.79, -0.25], [-1.07, 0.86, -1.96], [-0.13, 0.55, -0.19], [-1.02, 2.08, 0.61]], "gap_ha": 0.340, "energy_ha": -244.83486, "lumo_energy_ev": -5.5, "homo_ev": -14.7, "total_charge": 1}

=====

Record 10
{"formula": "C2H8N3", "method": "wB97M-V/def2-TZVPD", "species": ["C", "C", "N", "N", "N", "H", "H", "H", "H", "H", "H", "H", "H"], "xyz": [[-1.159150, -0.455005, -0.341083], [1.249148, -0.446379, 0.341531], [-0.144746, -1.188875, -0.172464], [-1.195775, 0.812144, 0.273057], [1.244407, 0.723632, -0.223513], [-2.132119, -0.786516, -0.830648], [-1.221220, 1.266938, 1.479475], [0.926057, -0.403951, 1.386862], [1.877735, -1.354134, 0.166426], [-0.009270, -2.075115, -0.643166], [-1.728322, 1.582727, -0.125694], [0.794518, 1.602793, -0.045846], [1.498731, 0.721747, -1.264943]], "forces_ev_per_angstrom": [[-2.91, 1.61, 1.51], [-2.90, -3.08, 2.62], [0.72, -0.60, -0.20], [-1.34, 2.01, 3.76], [3.93, 2.67, -5.66], [1.66, 0.46, -0.04], [0.78, -3.01, -4.61], [0.96, 0.03, 0.11], [0.52, 1.74, -0.21], [-0.72, -0.12, 0.01], [-0.50, -1.07, -0.58], [-0.03, -0.66, 1.11], [-0.18, 0.03, 2.16]], "gap_ha": 0.353, "energy_ha": -244.91516, "lumo_energy_ev": -4.4, "homo_ev": -14.0, "total_charge": 1}

=====

Record 11
{"formula": "C2H8N3", "method": "wB97M-V/def2-TZVPD", "species": ["C", "C", "N", "N", "N", "H", "H", "H", "H", "H", "H", "H", "H"], "xyz": [[-1.170023, 0.294399, -0.282069], [0.093145, 0.825141, 0.259420], [1.888272, -0.757973, -0.190913], [1.276530, 0.395874, 0.165927], [-1.443587, -0.897922, 0.379363], [-2.008769, 1.037716, -0.216172], [-1.011999, -0.058563, -1.341703], [-0.626508, 3.123667, 0.794628], [1.488567, -1.460824, -0.744508], [2.909693, -0.814292, -0.358854], [1.921139, 1.075519, 0.358525], [-2.019889, -0.963069, 1.299455], [-1.296571, -1.799667, -0.123104]], "forces_ev_per_angstrom": [[-1.59, -0.05, -1.00], [-0.26, 0.82, -0.85], [1.86, -1.04, 0.27], [-0.72, -1.09, -0.69], [-1.44, -3.24, 2.68], [0.96, -0.53, -0.28], [0.07, 1.21, 0.57], [0.36, -0.63, -0.10], [-1.75, -0.48, -0.66], [-0.99, 1.23, 0.65], [2.38, 2.12, 1.08], [1.55, 0.31, -2.59], [-0.43, 1.38, 0.92]], "gap_ha": [0.279, 0.350], "energy_ha": -244.75106, "lumo_energy_ev": [-6.2, -4.3], "homo_ev": [-13.8, -13.8], "total_charge": 1}

=====

Record 12
{"formula": "C2H8N3", "method": "wB97M-V/def2-TZVPD", "species": ["C", "C", "N", "N", "N", "H", "H", "H", "H", "H", "H", "H", "H"], "xyz": [[0.275000, 0.397711, 0.048836], [-1.920026, 0.189787, -0.204237], [0.245214, 1.522425, 0.602492], [-0.658342, -0.423064, -0.269260], [1.882505, -0.340890, -0.159211], [-2.302813, 0.481873, -1.204360], [-1.878681, 1.057895, 0.342933], [-2.753619, -0.508065, 0.075072], [1.120538, 1.953127, 0.866444], [-0.517420, -1.419986, -0.501696], [2.540650, 0.418996, -0.321452], [1.933536, -0.596213, 0.799132], [2.143623, -1.173097, -0.801852]], "forces_ev_per_angstrom": [[4.29, -4.82, 0.48], [-3.85, -2.51, -2.62], [-0.51, 5.76, 1.08], [-2.10, -1.28, -1.21], [0.30, -0.61, -2.70], [0.55, 0.05, -0.01], [-0.05, 1.75, 1.51], [1.07, 0.43, 0.37], [0.19, 0.00, 0.69], [-0.19, 0.43, 0.54], [0.19, -0.20, -0.18], [0.54, -0.67, 0.82], [-0.41, 1.66, 1.24]], "s2": 2.013, "gap_ha": [0.209, 0.303], "energy_ha": -244.77952, "lumo_energy_ev": [-3.6, -7.4], "homo_ev": [-9.3, -15.6], "total_charge": 1, "spin_multiplicity": 3}

=====

In kcal per mole, the relative energy (zero: lowest compared OMol25 entry of this formula, charge and spin) values for the records above are, in order, 47.52, 71.34, 34.66, 3.24, 4.92, 8.19, 36.97, 45.83, 146.05, 95.66, 198.63, 42.26.